# 1
Formula: C30H62N3O9P3S
Source: OMol25
Level of theory: the ωB97M-V functional and the def2-TZVPD basis

Multiplicity ... 1
HOMO ... -8.15 eV
SMILES string ... CCCCCCCCCc1cnc2c(P(O)(O)=S)c(P(O)O)c(CN)c([PH2]=O)c2n1.CC(C)O.CC(C)O.CC(C)O.CC(C)O
HOMO-LUMO gap ... 7.5 eV

Geometry as XYZ:
```
108
C30H62N3O9P3S | OMol25 | the ωB97M-V functional and the def2-TZVPD basis
S -4.0853 0.0924 2.4253
P -5.2870 -0.7737 1.1665
P -4.7211 -4.0771 0.5346
P -2.0073 -2.4201 -4.1698
O -3.4187 -4.7462 1.2930
O -3.0243 4.1131 1.7293
O 5.6376 -3.1923 1.0962
O -6.2357 -1.8330 1.8425
O -6.3060 0.2832 0.5542
O -5.2819 -5.2704 -0.4614
O 7.9352 -3.0730 6.2448
O -2.0041 5.7999 -3.0094
O -2.8041 -3.2891 -5.0732
N -2.5827 0.3189 -3.0810
N -2.2117 -5.1554 -1.2043
N -4.0429 0.9272 -0.7332
C -3.1159 -0.6541 -2.2751
C -2.9091 -2.0182 -2.6254
C 8.1169 -1.3581 7.9369
C -3.3582 -3.0568 -1.8318
C -4.1289 6.7077 -2.3064
C -2.1926 2.6960 -3.4222
C -3.5205 1.8400 -1.4871
C 6.7400 -2.9527 3.2388
C 6.7146 -3.4105 8.3020
C -2.7766 1.5373 -2.6596
C -4.0928 -2.7396 -0.6171
C -2.7685 7.8113 -4.1085
C -3.7283 4.9544 3.8856
C -4.0856 4.7753 2.4181
C -3.8324 -0.3698 -1.1159
C 2.6350 0.6666 -2.1690
C -3.0780 -4.4894 -2.2090
C -5.3703 3.9816 2.2555
C 1.5952 0.4821 -3.2949
C -3.1669 6.4921 -3.4653
C 6.8064 -3.5464 1.8408
C 4.0404 -2.8297 -1.3921
C 0.5146 1.5717 -3.3065
C 6.9444 -5.0605 1.8912
C 2.7910 -0.6106 -1.3341
C -4.3522 -1.4138 -0.2782
C -1.5373 2.3254 -4.7406
C 3.2075 -1.8184 -2.1788
C -0.2104 1.5423 -4.6468
C 7.2229 -2.4011 7.2838
H 0.4851 1.8164 -5.4382
H 7.5848 -0.8118 8.7169
H 6.3766 -1.9083 6.8035
H 5.8695 -3.3360 3.7790
H -5.0393 7.2109 -2.6349
H -3.6592 7.3139 -1.5273
H -1.3140 3.2716 -5.2399
H 2.0958 0.5105 -4.2642
H -0.4479 0.4942 -4.8345
H -1.5735 6.3505 -2.3467
H 3.7466 -1.5285 -3.0819
H -4.0044 -5.0278 -2.3848
H -5.6045 3.8569 1.1957
H 6.9881 -5.4747 0.8831
H -2.8903 -4.0509 1.7030
H -2.8010 5.5191 3.9862
H 8.4759 -0.6445 7.1949
H 7.5509 -3.9462 8.7596
H 3.4252 -3.4089 -0.7033
H -5.0572 -6.1167 -0.0491
H 4.5246 -3.5375 -2.0641
H -4.4028 5.7539 -1.8529
H 7.6309 -3.1871 3.8170
H -5.2518 2.9830 2.6848
H -1.4749 -5.6328 -1.7082
H -1.5069 3.2218 -2.7613
H -4.1934 5.7535 1.9466
H -6.2157 4.4707 2.7422
H -2.0768 7.6404 -4.9336
H -2.5483 -4.5367 -3.1521
H 6.0788 -4.1531 7.8192
H -4.5174 5.4806 4.4250
H 8.9948 -1.8328 8.3837
H 1.8348 -0.8125 -0.8473
H -2.2287 1.8156 -5.4086
H 3.5583 -0.4577 -0.5745
H 6.0790 -5.5064 2.3892
H -3.6397 8.3461 -4.4891
H 6.1424 -2.9230 9.0925
H -2.7386 -5.9029 -0.7704
H -2.2586 8.4511 -3.3832
H -3.6329 5.8475 -4.2128
H 2.3130 -2.3483 -2.5137
H 4.8135 -2.3529 -0.8053
H -3.6546 2.8789 -1.2097
H 7.6529 -3.1191 1.3014
H 1.1179 -0.4938 -3.2115
H -0.1416 1.3467 -2.4654
H 2.3768 1.5095 -1.5316
H 8.6902 -3.5177 6.6446
H 3.6029 0.8358 -2.6419
H 6.6356 -1.8679 3.1867
H -2.9991 3.4006 -3.6305
H -0.7489 -2.9437 -3.7990
H 7.8448 -5.3584 2.4302
H -6.1043 1.1502 0.9276
H -1.7173 -1.2099 -4.8066
H -3.5717 3.9826 4.3611
H 4.8752 -3.5606 1.5555
H -2.9139 3.2402 2.1252
H -6.0666 -1.8479 2.7937
H 0.9667 2.5456 -3.1123
```

Here are the Mulliken charges for atoms 1 to 6, given in e: -0.4293 0.7485 0.1177 0.6756 -0.4923 -0.5196

***

# 2
Formula: C30H63NO6
Source: OMol25
Level of theory: the ωB97M-V functional and the def2-TZVPD basis

Relative energy (zero: lowest compared OMol25 entry of this formula, charge and spin) ... 1.117 eV
Multiplicity ... 1
HOMO ... -8.30 eV
SMILES string ... CCN(CC)CC.C1CCOC1.C1CCOC1.C1CCOC1.C1CCOC1.C1CCOC1.C1CCOC1
HOMO-LUMO gap ... 8.9 eV

Geometry as XYZ:
```
100
C30H63NO6 | OMol25 | the ωB97M-V functional and the def2-TZVPD basis
O -2.3863 1.1338 3.9454
O -3.5261 -3.8371 3.5554
O 0.1498 7.0717 -3.1712
O -5.0013 0.3203 -0.1283
O 2.1002 -3.9866 -5.3509
O 5.4163 3.8969 -0.4278
N 0.8177 0.0166 -0.0970
C 3.7108 3.7164 1.1186
C -4.6197 0.2546 -1.4929
C 1.3781 6.5864 -3.7095
C 2.0891 -6.1811 -4.5410
C 4.3851 4.6801 0.1363
C 1.4811 -3.9302 -4.0680
C -3.4201 0.1022 5.7818
C -3.4927 -4.3584 2.2335
C -1.5336 -4.9959 3.5037
C -3.0814 0.4830 -1.5471
C -3.1620 1.4222 5.0910
C 0.9366 -1.2740 -0.7318
C -2.7425 -4.6634 4.3784
C -1.5523 0.0203 4.2879
C -2.0725 -4.9721 2.0810
C 5.8746 2.9173 0.5013
C 1.4067 1.1801 -0.7744
C 2.6438 -5.2663 -5.6524
C 1.0985 -0.0281 1.3139
C 4.9294 3.0366 1.7138
C 1.9021 -5.2383 -3.3692
C 0.8499 1.2839 2.0654
C 1.5064 1.0868 -2.2793
C -0.0560 -2.3428 -0.2552
C -2.7200 0.8394 -0.1095
C 1.2481 5.0798 -3.8012
C -2.4875 -0.8930 5.0563
C -0.2648 4.8827 -4.0236
C -3.8630 0.2129 0.7082
C -0.8854 6.1519 -3.4415
H 1.1503 -6.5719 -4.9323
H 0.3962 -3.9186 -4.1904
H 2.1363 -0.3331 1.5363
H 1.0927 -5.6363 -2.7563
H -3.6412 -0.8635 0.7775
H 0.3450 -3.3397 -0.4414
H 3.1173 3.0258 0.5220
H 0.5795 1.2486 -2.8323
H -1.9434 -1.5701 5.7266
H -2.6650 2.1317 5.7728
H -4.0063 0.6972 1.6683
H 1.9427 4.7594 -4.5751
H -4.8473 -0.7365 -1.8973
H 1.5080 7.0093 -4.7161
H 2.1965 1.8729 -2.6023
H 1.9379 0.1727 -2.6818
H -1.1067 -0.4500 3.4147
H 2.4382 -5.5686 -6.6788
H -4.2994 -5.0915 2.1181
H 2.8537 -6.9252 -4.3145
H -2.8405 1.3002 -2.2277
H 6.9247 2.9087 0.8006
H 2.3965 1.4200 -0.3621
H -1.6893 6.5813 -4.0541
H -2.7508 1.9159 0.0636
H 0.7928 -1.3046 -1.8127
H -0.7259 -4.2715 3.6161
H -1.4827 -4.4146 1.3580
H -3.3041 0.0612 6.8623
H -1.0437 -2.2864 -0.7130
H -3.0807 -1.6143 4.4946
H 2.2051 7.0100 -3.1405
H 1.9577 -1.6820 -0.6370
H -5.2046 0.9945 -2.0364
H 5.7263 1.9496 0.0079
H 1.9423 -3.0707 -3.5835
H -2.5887 -0.4094 -1.9313
H 4.7867 5.5477 0.6733
H -1.7652 0.4238 0.2134
H -0.7404 0.3988 4.9180
H 3.6736 5.0423 -0.6044
H 3.1025 4.1753 1.8977
H 2.8195 -5.0968 -2.8014
H -0.2298 1.4348 2.1482
H -3.3005 -5.5409 4.7397
H -4.0789 1.9514 4.8280
H -0.5811 4.0047 -3.4645
H 3.7400 -5.2295 -5.5845
H -2.4806 -4.1968 5.3313
H 1.4403 4.6036 -2.8378
H -2.2121 -5.9922 1.7187
H -1.1090 -5.9780 3.7215
H 4.6080 2.0617 2.0932
H 0.7420 2.0052 -0.5007
H 1.2091 2.2495 1.6995
H -1.4686 5.9260 -2.5382
H -4.4280 -0.2221 5.5119
H 1.3026 1.2771 3.0590
H -0.4613 4.7516 -5.0880
H 0.4918 -0.7687 1.8347
H 5.4063 3.5629 2.5401
H -0.1900 -2.2433 0.8257
H -3.7534 -3.5569 1.5427
```

Here are the Mulliken charges for atoms 1 to 6, given in e: -0.3934 -0.4427 -0.4257 -0.4986 -0.4492 -0.4279

***

# 3
Formula: C30H64BBr26NO4PS
Source: OMol25
Level of theory: the ωB97M-V functional and the def2-TZVPD basis

Multiplicity ... 1
HOMO ... -10.79 eV
HOMO-LUMO gap ... 6.8 eV
Total charge ... +1

Geometry as XYZ:
```
128
C30H64BBr26NO4PS | OMol25 | the ωB97M-V functional and the def2-TZVPD basis
Br -1.0721 -4.9257 -2.9355
Br -2.5671 2.0401 -2.7864
Br 6.9961 -2.1746 -1.3600
Br 6.8996 1.9227 0.3280
Br -0.8777 -8.7702 -2.0191
Br 1.2423 -4.7644 5.0509
Br 1.6210 2.0597 -5.9617
Br 2.3096 -5.3237 10.1460
Br 2.0426 0.2563 -1.8653
Br -6.0985 2.9247 -3.4083
Br -1.9072 2.9477 -6.5864
Br -1.8459 -2.8108 4.5460
Br -4.2920 5.0538 0.8873
Br -0.1632 -8.6002 11.9007
Br 0.2479 -4.8287 0.9328
Br 4.4906 4.0261 -1.4873
Br -3.4243 -2.5624 -4.5242
Br -4.4026 -7.8693 -2.6478
Br 4.4730 7.9724 0.0607
Br 6.3636 0.9282 -3.2583
Br 0.9109 -7.6062 7.6088
Br 7.6737 6.3105 0.8499
Br -2.7969 -6.7865 10.0513
Br -6.9377 6.5652 -1.1941
Br -2.3967 -7.3837 1.3013
Br 0.6893 -2.0574 -4.3688
S -0.5127 9.2598 -5.2056
P -0.7699 8.5744 -3.4115
O 0.5960 9.1249 -2.4785
O -2.2901 5.4650 -1.6776
O -2.1468 9.2984 -2.6838
O -3.3003 6.2614 -3.7904
N -0.7712 6.7875 -3.2790
C 2.7441 -6.9913 7.8588
C 2.8623 -1.3234 -2.6577
C 1.4271 4.4307 -2.9505
C 6.5579 7.4610 1.9594
C -4.3308 5.2953 -3.4127
C -2.5386 -3.9081 -2.1537
C -0.0929 6.0965 -4.4696
C -3.7221 -3.8479 -3.0876
C -0.9522 1.2883 -6.9593
C -1.3988 -4.7823 1.9772
C 0.0163 0.9554 -5.8519
C -0.5991 -6.7002 11.8886
C 7.0567 -1.8518 -3.2821
C 0.4783 4.6445 -4.0684
C -1.2113 -3.7564 6.1295
C 5.3450 2.8807 1.0048
C 3.0948 -6.9075 9.3235
C -5.1414 1.2670 -3.7793
C 5.0926 7.1825 1.7326
C 0.2810 -3.6082 6.2915
C -3.4530 -9.5321 -3.0163
C -6.3569 7.0209 0.6107
C -2.4856 -9.8667 -1.9076
C 7.6492 -0.4989 -3.5913
C -4.8582 6.9136 0.7421
C 4.2133 2.8064 0.0081
C -4.1706 0.9360 -2.6728
C 2.5151 -1.4206 -4.1215
C -1.6851 -6.1227 2.6074
C -2.0913 -6.4800 11.8435
B -2.1346 6.1790 -2.9564
H -5.9165 0.5014 -3.8521
H 7.8937 -0.4200 -4.6525
H -1.2267 -4.0249 2.7475
H -4.2319 -10.2938 -3.0900
H -1.7874 6.0524 -1.0416
H -0.8042 -6.5882 3.0518
H 2.8342 -6.0372 7.3372
H -6.6844 8.0513 0.7629
H 4.4858 7.6518 2.5097
H -2.1413 -2.9250 -1.8952
H 4.0837 1.8100 -0.4174
H 2.5330 -2.1836 -2.0727
H -0.0719 -6.2591 11.0420
H 3.1459 -2.1585 -4.6216
H 6.0393 -1.9734 -3.6570
H 0.6362 -2.5911 6.1195
H 0.3728 -0.0729 -5.9463
H 0.8435 6.7477 -4.7121
H -4.5171 7.3872 1.6650
H -4.7839 5.4917 -2.3587
H -2.4644 -6.0307 3.3672
H -3.8144 -0.0919 -2.7680
H 5.6659 3.8983 1.2342
H -4.6627 1.3866 -4.7524
H 7.6853 -2.6488 -3.6843
H 2.5929 -0.4675 -4.6473
H -2.7976 -4.4432 -1.2374
H -0.1801 -6.3068 12.8171
H -1.7384 -3.2945 6.9666
H 2.7528 -7.7688 9.8995
H -6.8995 6.3674 1.2952
H 0.9743 4.0245 -1.9646
H -5.2259 5.4228 -4.1451
H 2.5507 4.6992 -3.0077
H -2.9030 -9.7187 -0.9104
H 4.8574 6.1181 1.6876
H 8.5378 -0.2707 -3.0009
H -4.0058 4.1909 -3.5236
H -4.6088 -3.4865 -2.5623
H 6.8414 8.4908 1.7377
H -0.1580 6.5604 -2.4530
H -0.4013 1.0998 -4.8542
H 5.0730 2.3730 1.9325
H -1.7279 0.5234 -7.0329
H 0.5935 -3.9344 7.2860
H 3.2742 3.1272 0.4643
H 3.9382 -1.1898 -2.5239
H -4.5865 1.0809 -1.6746
H -4.3200 7.3459 -0.1032
H -2.1341 -10.8962 -2.0004
H 6.8393 7.2246 2.9876
H -2.3341 -5.4398 12.0697
H -2.9720 -9.4156 -3.9884
H 0.1498 3.7280 -4.6803
H -0.4736 1.4084 -7.9323
H -3.9497 -4.8053 -3.5587
H -0.7501 6.1041 -5.4097
H -2.6454 -7.1330 12.5193
H 4.1724 -6.7922 9.4561
H -2.0467 10.2745 -2.8662
H -2.1903 -4.4413 1.3076
H 3.3646 -7.7355 7.3554
H 0.8632 8.4158 -1.8247
H -1.5341 -4.7939 6.0310
```

Here are the Mulliken charges for atoms 1 to 6, given in e: -0.0786 -0.0448 -0.1132 -0.1160 -0.1013 -0.1427

***

| no. | LUMO level (Eh) | calculated total energy (hartree) | molecular weight (g mol⁻¹) |
| --- | --- | --- | --- |
| 1 | -0.025 | -3444.0648 | 733.8 |
| 2 | 0.023 | -1686.8841 | 533.8 |
| 3 | -0.148 | -69225.7027 | 2654.2 |